C16H40IO8P | ωB97M-V/def2-TZVPD

Each line ends with the Mulliken charge.
Positions of all 66 atoms, in Å:
C -3.19 -0.68 2.24  -1.195
C -2.15 -1.70 1.74  -0.352
C -1.17 -0.96 0.80  0.656
C -0.56 -1.98 -0.19  -1.068
O -0.20 -0.35 1.68  -0.345
P 0.63 0.83 1.04  0.972
O 0.99 1.76 2.12  -0.995
O 1.88 0.14 0.37  0.151
C 3.04 0.98 0.27  -0.440
C 4.29 0.07 0.16  -0.428
C 3.99 -1.40 0.42  -1.388
I 5.28 0.21 -1.76  0.016
O -0.30 1.66 0.01  0.239
O 0.47 2.26 -1.04  -0.336
C -0.50 2.56 -2.04  -1.073
C -0.59 1.58 -3.23  0.717
C -2.05 1.16 -3.39  -1.956
C 0.42 0.42 -3.17  2.254
C -0.01 -0.82 -3.96  -2.132
C 1.71 0.93 -3.84  -1.812
H -3.74 -1.03 3.10  0.413
H -3.83 -0.46 1.40  0.350
H -2.64 0.23 2.47  0.178
H -2.62 -2.52 1.22  0.146
H -1.52 -2.04 2.56  0.321
H -1.79 -0.26 0.25  0.169
H -0.87 -2.99 0.04  0.464
H -0.97 -1.75 -1.17  0.120
H 0.52 -1.90 -0.28  0.083
H 3.20 1.59 1.15  0.293
H 3.01 1.61 -0.61  0.251
H 5.03 0.37 0.88  0.545
H 4.93 -1.95 0.40  0.521
H 3.56 -1.57 1.40  0.288
H 3.39 -1.83 -0.38  0.347
H -1.46 2.53 -1.54  0.499
H -0.37 3.59 -2.36  0.230
H -0.34 2.15 -4.12  0.523
H -2.42 0.69 -2.47  0.269
H -2.21 0.55 -4.27  0.480
H -2.64 2.07 -3.52  0.495
H 0.65 0.09 -2.16  -0.931
H 0.14 -0.70 -5.03  0.389
H -1.01 -1.17 -3.72  0.492
H 0.66 -1.62 -3.66  0.480
H 2.48 0.17 -3.86  0.351
H 2.03 1.85 -3.36  0.311
H 1.44 1.16 -4.87  0.543
C 1.93 1.14 5.62  -0.678
O 1.96 0.31 4.46  -0.480
H 2.63 0.73 6.34  0.250
H 2.24 2.16 5.36  0.262
H 0.93 1.15 6.06  0.258
H 1.34 0.68 3.83  0.333
C -2.04 3.79 2.40  -0.436
O -0.88 4.30 1.77  -0.559
H -2.82 4.55 2.35  0.318
H -2.38 2.88 1.89  0.114
H -1.84 3.56 3.45  0.232
H -0.20 3.62 1.83  0.310
C -2.92 -5.42 -0.06  -0.604
O -1.78 -4.85 -0.69  -0.485
H -3.74 -4.70 -0.13  0.222
H -3.22 -6.34 -0.56  0.297
H -2.72 -5.63 0.99  0.272
H -1.06 -5.49 -0.63  0.270

The charge is 0. Its structure (SMILES) is CC[C@H](C)O[P@@](=O)(OC[C@@H](C)I)OOC[C@H](C)C(C)C.CO.CO.CO. The HOMO-LUMO gap is 10.05 eV. Its spin multiplicity is 1.